C5H10N | ωB97M-V/def2-TZVPD

Properties
**HOMO energy**: -13.68 eV
**Electronic energy**: -6827.0061 eV
**Strongest force on any atom**: 4.51 eV/Å
**Charge**: +1
**ΔE to the lowest compared entry with this formula, charge and spin**: 308.4 kJ/mol
**Structure (SMILES)**: C[C@]12C[C@H]1[C@@H]2[NH3+]
**LUMO**: -3.752 eV

Each line ends with the Mulliken charge.
Cartesian coordinates (Å):
C -1.52 -0.84 -0.39  -1.352
C -0.37 0.08 -0.52  0.880
C 0.20 0.91 -1.57  -0.684
C 1.05 -0.19 -0.94  -0.263
C 0.51 0.60 0.59  -0.664
N 0.67 -0.14 1.89  -0.157
H -2.42 -0.23 -0.18  0.342
H -1.35 -1.56 0.34  0.381
H -1.81 -1.29 -1.45  0.302
H 0.47 1.94 -1.40  0.168
H -0.13 0.75 -2.55  0.297
H 1.82 -0.97 -0.91  0.360
H 0.77 1.66 0.58  0.312
H 0.16 0.51 2.50  0.379
H 1.65 -0.15 2.10  0.373
H 0.30 -1.07 1.92  0.326